Entry 1:
This record from OMol25 describes a cluster of 17 separate species, C18H70O26 in total. The level of theory is the ωB97M-V functional and the def2-TZVPD basis.

```
114
Properties=species:S:1:pos:R:3
O 0.0413 -1.6019 -3.2398
H 0.5269 -1.7099 -2.4031
H 0.4619 -0.8843 -3.7550
O 1.3156 2.7209 2.1553
H 2.1823 2.2526 2.3167
H 0.6784 2.4344 2.8546
O 0.6594 3.5166 -1.2754
H 1.3640 3.8885 -0.7497
H 0.6079 2.5509 -1.1394
O -1.4589 5.2170 -1.4981
H -2.2140 4.9420 -0.9145
H -0.7780 4.5544 -1.2620
O 2.9172 4.3113 0.3779
H 3.4869 5.0848 0.1434
H 2.4994 4.4191 1.2773
O 0.0843 1.2392 -0.2435
H 0.5451 1.6995 0.4923
H 0.2100 0.2882 -0.1295
O 2.1285 -2.6953 -1.5581
H 2.1545 -3.6685 -1.6563
H 2.9113 -2.3573 -1.9812
O -4.2232 4.2394 -0.3655
H -4.0436 3.2961 -0.2694
H -4.2357 4.2594 -1.3174
C -2.2813 2.4872 2.2562
C -3.7449 2.2830 2.5201
O -3.9045 2.5637 3.8734
O -1.3544 1.8731 3.1600
H -2.1261 3.5598 2.3049
H -2.0359 2.0849 1.2523
H -3.9718 1.2378 2.3051
H -4.3262 3.0018 1.8573
H -4.7728 2.2037 4.0829
H -1.7713 1.6319 3.9861
C 3.1703 0.7264 6.1645
C 4.7083 0.7334 6.1264
O 5.1901 0.5919 4.8137
O 2.5984 -0.3998 5.4317
H 2.7645 1.7035 5.9008
H 3.0763 0.5581 7.2326
H 5.1697 -0.0286 6.7199
H 5.0232 1.7291 6.5125
H 5.1133 -0.3170 4.5511
H 2.2665 -0.1453 4.5361
C 4.4071 0.7500 1.3835
C 3.3137 0.6317 0.4329
O 3.0720 1.6834 -0.4236
O 4.0358 1.7696 2.3832
H 5.3479 1.1009 0.9701
H 4.6023 -0.2000 1.8589
H 2.4155 0.2551 0.9221
H 3.5374 -0.2380 -0.2378
H 3.1030 2.5785 -0.0433
H 4.4969 1.4790 3.1911
C -3.0405 2.5219 -3.5097
C -1.8740 1.9655 -2.6875
O -2.2238 1.8864 -1.3264
O -3.5162 3.7871 -3.1190
H -3.8978 1.7883 -3.5506
H -2.6514 2.5865 -4.5293
H -0.9408 2.5471 -2.8395
H -1.5738 0.9854 -3.0923
H -1.3741 1.7170 -0.8808
H -2.7467 4.3623 -3.0854
C -2.4811 -3.3601 0.4713
C -3.4787 -2.4165 1.0641
O -3.2854 -2.0942 2.4043
O -2.3871 -4.6236 1.0814
H -1.4316 -2.9380 0.5680
H -2.5852 -3.5160 -0.6239
H -4.4495 -2.9652 0.9663
H -3.5705 -1.4909 0.5465
H -3.2118 -2.9296 2.9042
H -3.1189 -5.1881 0.7709
C 2.2366 1.1101 -3.3272
C 3.6776 1.2680 -3.8013
O 3.5894 2.0623 -4.9501
O 1.4443 0.5300 -4.3741
H 1.8269 2.0940 -3.0368
H 2.2735 0.4210 -2.4558
H 4.0314 0.2724 -4.0906
H 4.2186 1.6892 -2.9452
H 4.4216 2.3515 -5.3188
H 1.6942 0.9467 -5.2198
C -3.3011 -1.4107 -2.4785
C -4.7075 -1.9570 -2.1217
O -5.3331 -2.8121 -3.0848
O -2.6312 -2.5740 -2.9606
H -2.8700 -0.9592 -1.5667
H -3.3414 -0.5898 -3.2115
H -5.3505 -1.0954 -2.0195
H -4.6493 -2.5633 -1.2112
H -4.6816 -3.3454 -3.5391
H -1.7421 -2.2818 -3.2630
C 0.2621 -1.7388 2.7866
C 0.9504 -2.3032 1.6197
O 0.5950 -1.5593 0.3799
O 0.8395 -0.5128 3.0976
H 0.3747 -2.5236 3.5700
H -0.8119 -1.6731 2.6014
H 0.6071 -3.3053 1.4487
H 2.0338 -2.3809 1.6704
H 1.2416 -1.8579 -0.2467
H 0.1873 0.1777 3.0994
C 0.6703 -5.3079 -2.6508
C -0.5746 -5.2481 -1.7675
O -0.3812 -6.1443 -0.7430
O 1.8298 -5.2210 -1.8466
H 0.7517 -4.4526 -3.3165
H 0.7087 -6.2831 -3.2105
H -1.4290 -5.4372 -2.4577
H -0.6470 -4.1938 -1.4941
H -0.8316 -5.9042 0.1064
H 1.7113 -5.7980 -1.0872
```

- charge = 0
- gap between HOMO and LUMO (Ha) = 0.354

Results of the Mulliken charge analysis, in e, for atoms 1 through 99:
1. O -0.486
2. H 0.238
3. H 0.210
4. O -0.597
5. H 0.338
6. H 0.142
7. O -0.889
8. H 0.339
9. H 0.234
10. O -0.747
11. H 0.370
12. H 0.513
13. O -0.564
14. H 0.211
15. H 0.272
16. O 1.191
17. H 0.152
18. H -0.777
19. O -0.591
20. H 0.354
21. H 0.167
22. O -0.741
23. H 0.228
24. H 0.460
25. C 0.077
26. C -0.382
27. O -0.536
28. O -0.437
29. H 0.173
30. H -0.018
31. H 0.230
32. H 0.280
33. H 0.328
34. H 0.250
35. C -0.383
36. C -0.483
37. O -0.547
38. O -0.489
39. H 0.293
40. H 0.365
41. H 0.381
42. H 0.309
43. H 0.276
44. H 0.281
45. C -0.999
46. C 0.559
47. O -0.240
48. O -0.572
49. H 0.346
50. H 0.477
51. H -0.159
52. H -0.018
53. H 0.232
54. H 0.300
55. C -1.002
56. C 0.381
57. O -0.052
58. O -0.576
59. H 0.276
60. H 0.363
61. H 0.358
62. H -0.114
63. H 0.209
64. H 0.373
65. C 1.163
66. C -1.002
67. O -0.551
68. O -0.646
69. H -0.746
70. H 0.390
71. H 0.435
72. H 0.213
73. H 0.342
74. H 0.400
75. C 0.809
76. C -0.661
77. O -0.562
78. O -0.619
79. H 0.068
80. H -0.442
81. H 0.342
82. H 0.311
83. H 0.308
84. H 0.332
85. C 0.280
86. C -0.406
87. O -0.601
88. O -0.469
89. H -0.173
90. H 0.338
91. H 0.415
92. H 0.116
93. H 0.320
94. H 0.220
95. C -0.209
96. C -0.909
97. O 0.371
98. O -0.220
99. H 0.329

Entry 2:
This record from OMol25 describes a cluster of 18 separate species, C18H72O18 in total. The level of theory is the ωB97M-V functional and the def2-TZVPD basis.

```
108
Properties=species:S:1:pos:R:3
C 11.5284 10.8404 17.9809
O 12.8373 10.7727 18.5774
H 11.3205 10.0988 17.1970
H 10.7149 10.8255 18.6934
H 11.5279 11.7320 17.4105
H 13.5058 10.6078 17.9217
C 17.8680 10.5253 19.2913
O 17.3847 9.6418 18.2763
H 17.6519 11.5721 19.0643
H 17.4082 10.2369 20.2413
H 18.9172 10.3702 19.3978
H 16.6401 10.0750 17.8360
C 16.3712 8.4001 14.9262
O 15.2497 9.2022 14.5935
H 16.7764 7.7798 14.1312
H 17.2729 8.9399 15.1981
H 16.0717 7.7372 15.7338
H 15.1644 9.1083 13.6513
C 12.1287 7.2530 16.0829
O 11.7576 6.3088 17.1364
H 12.1578 8.2795 16.5244
H 13.0405 7.0278 15.5837
H 11.3146 7.1990 15.3578
H 12.1463 6.6377 17.9539
C 15.2096 13.6795 12.4544
O 14.0114 13.3175 11.8871
H 15.0235 14.4475 13.2260
H 15.7035 12.9190 13.0224
H 15.9360 13.9982 11.7284
H 13.3916 13.1528 12.6563
C 8.3531 8.5597 14.5152
O 9.3734 9.5602 14.7567
H 8.4712 8.1878 13.5016
H 8.6972 7.7824 15.2184
H 7.3510 8.8441 14.7306
H 9.2181 10.3938 14.3690
C 14.4332 5.2483 12.3365
O 14.1392 6.6035 12.3191
H 13.7601 4.6578 11.7180
H 15.4482 4.9450 11.9819
H 14.4091 4.8614 13.3583
H 14.2730 6.9213 11.4483
C 7.2599 12.7379 13.6220
O 7.8406 11.4059 13.3427
H 7.9348 13.4045 14.1739
H 7.0047 13.2098 12.6807
H 6.3325 12.5772 14.1397
H 8.5626 11.6317 12.7273
C 15.6976 12.2855 16.7690
O 15.1346 10.9715 16.8710
H 15.6579 12.6755 15.7288
H 15.1885 12.9739 17.3934
H 16.7521 12.2519 17.0172
H 15.2386 10.5329 16.0333
C 10.8871 12.0964 10.5632
O 10.5958 12.4443 11.9105
H 10.8233 11.0168 10.3302
H 10.2392 12.6358 9.8662
H 11.9163 12.3927 10.3594
H 11.0029 11.7873 12.5512
C 11.8204 6.9819 8.7689
O 12.5584 7.6358 9.8274
H 11.5363 7.7143 8.0160
H 12.3218 6.0861 8.3702
H 10.9661 6.5884 9.2545
H 13.4622 7.6037 9.5423
C 10.4453 5.4573 12.3525
O 10.6994 6.7875 11.9669
H 11.1183 4.7838 11.8289
H 10.6121 5.2780 13.4108
H 9.4259 5.2148 12.0346
H 11.6375 6.8243 11.6941
C 12.5180 13.4611 15.1409
O 13.1300 12.4901 14.2572
H 12.6978 14.4484 14.7535
H 11.4165 13.3190 15.1254
H 12.8652 13.2836 16.1266
H 12.5147 11.7075 14.1907
C 14.5728 11.6128 8.7683
O 14.5136 11.0883 10.0885
H 13.9264 12.5068 8.6657
H 15.6066 11.9273 8.4768
H 14.2421 10.8026 8.0751
H 14.3225 11.8137 10.6961
C 11.7358 7.9819 20.6491
O 12.3128 8.2040 19.3859
H 11.7665 8.9198 21.3213
H 10.6631 7.7759 20.5595
H 12.2889 7.2228 21.2290
H 12.8219 9.0158 19.4206
C 15.8792 8.0268 8.4969
O 15.2481 6.9485 9.1958
H 15.4177 8.1805 7.4837
H 15.7195 8.9133 9.0929
H 16.9166 7.7410 8.3582
H 15.6466 6.1120 8.8614
C 17.4500 10.2477 11.9100
O 16.1992 9.6072 11.6645
H 17.4023 10.7269 12.8624
H 18.2537 9.5780 11.9991
H 17.6911 11.0035 11.1338
H 15.5652 10.1861 11.2622
C 12.3075 9.7591 12.6357
O 11.5131 10.4013 13.6581
H 13.0533 9.0515 13.0677
H 11.6422 9.2625 11.8825
H 12.8387 10.5498 12.1048
H 10.7666 9.7854 13.8988
```

- charge = 0
- gap between HOMO and LUMO (Ha) = 0.354

Results of the Mulliken charge analysis, in e, for atoms 1 through 99:
1. C -0.402
2. O -0.585
3. H 0.084
4. H 0.365
5. H 0.210
6. H 0.334
7. C -0.632
8. O -0.500
9. H 0.260
10. H 0.232
11. H 0.268
12. H 0.412
13. C -1.013
14. O 0.234
15. H 0.246
16. H 0.320
17. H 0.358
18. H -0.153
19. C 0.387
20. O -0.631
21. H -0.318
22. H 0.227
23. H -0.118
24. H 0.357
25. C -0.628
26. O -0.541
27. H 0.329
28. H 0.059
29. H 0.366
30. H 0.420
31. C -0.756
32. O -0.348
33. H 0.222
34. H 0.253
35. H 0.344
36. H 0.340
37. C -0.897
38. O -0.016
39. H 0.274
40. H 0.283
41. H 0.307
42. H 0.026
43. C -0.664
44. O -0.487
45. H 0.234
46. H 0.302
47. H 0.281
48. H 0.248
49. C -0.522
50. O -0.218
51. H -0.035
52. H 0.338
53. H 0.285
54. H 0.218
55. C -0.499
56. O -0.605
57. H 0.185
58. H 0.415
59. H 0.080
60. H 0.348
61. C -0.731
62. O -0.010
63. H 0.249
64. H 0.304
65. H 0.216
66. H 0.069
67. C -0.812
68. O -0.306
69. H 0.328
70. H 0.224
71. H 0.310
72. H 0.190
73. C -0.790
74. O 0.084
75. H 0.318
76. H 0.191
77. H 0.198
78. H 0.127
79. C -0.856
80. O -0.018
81. H 0.336
82. H 0.279
83. H 0.220
84. H 0.043
85. C -0.735
86. O -0.308
87. H 0.262
88. H 0.273
89. H 0.270
90. H 0.261
91. C -0.316
92. O -0.458
93. H 0.242
94. H -0.115
95. H 0.352
96. H 0.246
97. C -0.775
98. O -0.205
99. H 0.175